(1)
C33H42ClN5O3S7SiTi as an isolated structure. Source: OMol25; level of theory: ωB97M-V/def2-TZVPD.

The geometry in XYZ format:
```
93
Properties=species:S:1:pos:R:3:lowdin_charge:R:1
Ti 0.9521 0.0653 1.2463 0.195
C -1.6026 -4.3752 -0.9628 -0.024
C -1.8334 -3.5083 0.2767 -0.624
C -3.3289 -3.4058 0.5870 -0.021
C -1.0925 -4.1120 1.4753 -0.034
O -1.3060 -2.2121 0.0599 -0.173
Si -1.6149 -1.1304 -1.1172 -0.096
S -0.4830 0.5633 -0.6886 0.496
O -1.3754 -1.6859 -2.6438 -0.150
C -0.2086 -1.6642 -3.4509 -0.648
C -0.0500 -0.2642 -4.0481 -0.046
C 1.0382 -2.0286 -2.6500 -0.047
C -0.4537 -2.6890 -4.5673 -0.035
O -3.2249 -0.8426 -1.0515 -0.145
C -4.0354 0.1089 -1.7037 -0.648
C -4.8572 -0.6400 -2.7598 -0.027
C -4.9498 0.7283 -0.6408 -0.036
C -3.2368 1.2143 -2.3886 -0.060
H -2.0173 -5.3714 -0.8222 0.082
H -0.5348 -4.4604 -1.1480 0.084
H -2.0652 -3.9083 -1.8272 0.075
H -3.7354 -4.3857 0.8361 0.084
H -3.8536 -2.9888 -0.2691 0.073
H -3.4714 -2.7370 1.4329 0.066
H -1.3514 -5.1641 1.5814 0.082
H -1.3581 -3.5834 2.3877 0.068
H -0.0176 -4.0243 1.3267 0.025
H 0.0199 0.4563 -3.2367 0.032
H -0.9139 -0.0188 -4.6631 0.076
H 0.8490 -0.2032 -4.6545 0.084
H 1.2915 -1.2279 -1.9528 0.027
H 1.8842 -2.1887 -3.3146 0.091
H 0.8675 -2.9308 -2.0682 0.061
H -1.4105 -2.4827 -5.0422 0.076
H -0.4799 -3.6940 -4.1553 0.075
H 0.3340 -2.6313 -5.3143 0.077
H -5.4812 -1.3918 -2.2835 0.079
H -4.1718 -1.1391 -3.4395 0.080
H -5.4813 0.0532 -3.3205 0.077
H -5.4922 -0.0498 -0.1106 0.071
H -5.6534 1.4132 -1.1060 0.079
H -4.3505 1.2722 0.0838 0.066
H -2.6114 0.7868 -3.1649 0.066
H -2.5845 1.7059 -1.6735 0.031
H -3.9181 1.9422 -2.8241 0.085
S 6.4289 -4.2211 3.8007 0.398
C 5.1896 -3.2822 3.2572 -1.546
S 4.8183 -1.7228 3.9138 0.867
C 3.4380 -1.3512 2.8881 -1.154
C 3.1117 -2.2982 1.9631 -1.127
S 1.8132 -2.2479 0.8424 0.564
S 4.1382 -3.7363 1.9566 0.865
S 2.6011 0.1129 3.2070 0.556
S 2.8906 0.7766 -0.0703 0.565
C 2.7355 2.4695 0.4434 -0.779
N 3.5254 3.4181 0.0050 0.007
N 4.5159 3.0416 -0.8215 -0.054
C 5.1945 3.9232 -1.5893 -0.259
C 6.1980 3.4821 -2.4693 -0.053
C 6.8639 4.3805 -3.2742 -0.141
C 6.5629 5.7355 -3.2282 -0.161
C 5.5867 6.1837 -2.3458 -0.132
C 4.9135 5.3015 -1.5329 -0.046
N 1.7768 2.8396 1.2829 0.002
N 0.8596 1.9534 1.5965 -0.273
C -0.0894 2.4019 2.5098 -0.288
C -1.4330 2.4915 2.1316 -0.059
C -2.3837 2.8975 3.0469 -0.115
C -2.0148 3.2294 4.3395 -0.116
C -0.6773 3.2001 4.7008 -0.097
C 0.2844 2.7993 3.7958 -0.023
H 4.6111 2.0307 -0.9686 0.055
H 6.4356 2.4278 -2.5103 0.100
H 7.6260 4.0221 -3.9573 0.087
H 7.0830 6.4330 -3.8726 0.074
H 5.3450 7.2416 -2.3059 0.089
H 4.1480 5.6244 -0.8450 0.088
H -1.6928 2.2877 1.1014 0.075
H -3.4195 2.9700 2.7480 0.089
H -2.7638 3.5330 5.0581 0.087
H -0.3773 3.5037 5.6931 0.093
H 1.3308 2.7763 4.0639 0.101
Cl -4.3201 -0.1637 2.9004 0.704
C -2.6897 -0.6394 3.2358 -0.638
C -2.4000 -1.2986 4.4312 -0.061
C -1.0722 -1.7280 4.5637 -0.051
C -0.1431 -1.4259 3.6053 -0.138
N -0.4107 -0.6813 2.4937 -0.063
C -1.7217 -0.3576 2.3111 -0.177
H -3.1560 -1.4922 5.1743 0.101
H -0.7799 -2.3049 5.4292 0.109
H 0.8713 -1.7996 3.7057 0.080
H -1.9823 0.0929 1.3649 0.048
```

Calculated values
2S+1 = 1
relative energy (zero: lowest compared OMol25 entry of this formula, charge and spin) = 24.8 kcal per mole
orbital gap (spin up / spin down) = 3.9499 / 4.3087 eV
E_LUMO (spin up / spin down) = 3.6 / 3.7 eV
E_HOMO (spin up / spin down) = -0.366 / -0.613 eV
charge = -2


(2)
One molecule with the formula C5H8O. Source: OMol25; level of theory: ωB97M-V/def2-TZVPD.

The geometry in XYZ format:
```
14
Properties=species:S:1:pos:R:3:nbo_charge:R:1
C -0.5505 -0.7730 2.2709 -0.628
C 0.1900 0.0709 1.2663 -0.066
O -0.1240 -0.3910 -0.0686 -0.453
C 0.5379 0.2656 -0.9974 0.354
C 0.2224 0.4471 -2.3208 -0.519
C -0.5859 -0.3224 -3.1783 -0.177
H -0.3277 -0.4168 3.2822 0.221
H -1.6286 -0.7048 2.1086 0.224
H -0.2429 -1.8174 2.1897 0.222
H 1.2757 0.0186 1.4133 0.180
H -0.1128 1.1227 1.3370 0.183
H 1.4018 0.8142 -0.6092 0.156
H 0.7271 1.3692 -2.6246 0.197
H -0.7823 0.3173 -4.0691 0.105
```

Calculated values
2S+1 = 1
relative energy (zero: lowest compared OMol25 entry of this formula, charge and spin) = 112.5 kcal per mole
orbital gap (spin up / spin down) = 7.3521 / 7.3543 eV
E_LUMO (spin up / spin down) = -0.4 / -0.4 eV
E_HOMO (spin up / spin down) = -7.768 / -7.770 eV
charge = 0


(3)
C5H5N5O as an isolated structure. Source: OMol25; level of theory: ωB97M-V/def2-TZVPD.

The geometry in XYZ format:
```
16
Properties=species:S:1:pos:R:3:nbo_charge:R:1
C -2.0376 0.0957 -1.2655 0.216
C 2.2021 0.9832 -1.2663 0.156
C 0.3685 1.0350 -2.1717 0.214
C -0.9195 -0.0730 -0.4302 0.210
C -0.3676 -1.2898 2.7942 -0.232
N -2.9840 0.2209 -1.8967 -0.236
N 1.6132 1.3048 -2.4342 -0.455
N 1.4743 0.4355 -0.3482 -0.252
N -1.0374 -0.5263 0.8432 -0.056
N 0.2290 0.4005 -1.0060 -0.233
O 0.0783 -0.8039 1.5147 -0.306
H 3.1972 1.1232 -0.9649 0.202
H -0.4020 1.2758 -2.8091 0.217
H 0.4197 -1.5705 3.3018 0.186
H -1.0264 -2.0719 2.7361 0.186
H -0.8077 -0.5393 3.4028 0.182
```

Calculated values
2S+1 = 1
relative energy (zero: lowest compared OMol25 entry of this formula, charge and spin) = 105.5 kcal per mole
orbital gap = 9.0171 eV
E_LUMO = -0.5 eV
E_HOMO = -9.561 eV
charge = 0


(4)
C33H33N8O6RbS as an isolated structure. Source: OMol25; level of theory: ωB97M-V/def2-TZVPD.

The geometry in XYZ format:
```
82
Properties=species:S:1:pos:R:3:lowdin_charge:R:1
Rb -0.8645 0.0596 0.2423 0.881
C 1.0736 2.1418 2.2685 -0.094
N -0.2772 2.3250 2.7760 -0.210
C -0.8593 3.5609 2.3093 -0.107
C -0.4359 2.0104 4.1474 -0.189
C -0.8352 2.9630 5.0736 -0.063
C -1.0288 2.6510 6.4204 -0.153
C -0.7994 1.3501 6.8388 -0.147
C -0.3932 0.3833 5.9325 -0.059
C -0.2115 0.6567 4.5591 -0.253
N 0.0348 -0.2828 3.6128 0.047
C 0.7501 -1.3996 3.8775 -0.256
C 1.7939 -1.4970 4.8258 -0.056
C 2.5945 -2.6230 4.9357 -0.146
C 2.3857 -3.7220 4.1176 -0.152
C 1.3438 -3.6723 3.1886 -0.061
C 0.5325 -2.5575 3.0608 -0.192
N -0.5100 -2.4916 2.1014 -0.241
C -1.8446 -2.3719 2.6649 -0.089
C -0.4740 -3.4468 1.0200 -0.119
H 1.7584 2.9398 2.6056 0.086
H 1.0705 2.1446 1.1752 0.060
H 1.4629 1.1855 2.6093 0.076
H -0.3089 4.4568 2.6519 0.080
H -1.8930 3.6392 2.6452 0.092
H -0.8668 3.5617 1.2187 0.073
H -1.0044 3.9815 4.7467 0.085
H -1.3509 3.4159 7.1172 0.073
H -0.9532 1.0789 7.8789 0.081
H -0.2510 -0.6393 6.2619 0.097
H 1.9931 -0.6304 5.4451 0.097
H 3.4045 -2.6335 5.6588 0.082
H 3.0129 -4.6028 4.1888 0.073
H 1.1722 -4.5312 2.5509 0.087
H -2.1875 -3.3299 3.0943 0.085
H -2.5495 -2.0841 1.8793 0.073
H -1.8452 -1.6063 3.4367 0.076
H -0.7007 -4.4862 1.3218 0.080
H 0.4985 -3.4218 0.5282 0.090
H -1.2277 -3.1482 0.2887 0.059
N -0.3804 2.3944 -6.5985 0.073
C -1.0863 2.2812 -5.3878 -0.330
C -2.4722 2.4352 -5.3642 -0.046
C -3.1721 2.2809 -4.1810 -0.074
C -2.5000 1.9803 -3.0048 -0.282
C -1.1214 1.8261 -3.0207 -0.041
C -0.4205 1.9691 -4.2069 -0.018
S -3.4241 1.8199 -1.4899 0.553
O -2.6449 2.5216 -0.4834 -0.382
O -4.7429 2.3505 -1.7674 -0.339
N -3.4078 0.2969 -1.0421 -0.188
C -3.5878 -0.7346 -1.8712 -0.483
N -3.2541 -1.9489 -1.3237 0.109
C -3.3471 -2.9997 -2.1120 -0.171
C -3.7654 -2.9406 -3.4366 -0.096
C -4.1114 -1.6784 -3.8862 -0.166
N -4.0501 -0.5929 -3.1379 0.125
H -0.7934 3.0394 -7.2533 0.072
H 0.6033 2.5769 -6.4752 0.076
H -2.9977 2.6634 -6.2861 0.099
H -4.2478 2.3818 -4.1454 0.104
H -0.5605 1.5839 -2.1278 0.068
H 0.6567 1.8405 -4.2035 0.111
H -3.0672 -3.9502 -1.6619 0.099
H -3.8170 -3.8161 -4.0677 0.077
H -4.4662 -1.5323 -4.9050 0.098
O 0.9544 -1.3471 -1.5386 -0.094
C 1.6771 -0.3405 -1.6788 -0.690
O 1.4535 0.8289 -1.2891 -0.122
C 2.9991 -0.5516 -2.4272 -0.097
C 3.3734 -1.8213 -2.8465 -0.005
C 4.5640 -2.0256 -3.5339 -0.070
C 5.3949 -0.9565 -3.8204 -0.025
C 5.0017 0.3066 -3.4010 -0.148
C 3.8249 0.5287 -2.7062 0.063
N 5.8736 1.4455 -3.7179 -0.359
O 6.9409 1.2170 -4.2665 0.038
O 5.5028 2.5597 -3.4090 0.070
H 2.7011 -2.6377 -2.6160 0.116
H 4.8477 -3.0211 -3.8520 0.098
H 6.3249 -1.0771 -4.3546 0.106
H 3.5352 1.5163 -2.3778 0.126
```

Calculated values
2S+1 = 1
relative energy (zero: lowest compared OMol25 entry of this formula, charge and spin) = 5.8 kcal per mole
orbital gap = 4.4785 eV
E_LUMO = 3.4 eV
E_HOMO = -1.082 eV
charge = -2


| no. | F_max (eV/A) |
| --- | --- |
| 1 | 4.4 |
| 2 | 0.5 |
| 3 | 5.2 |
| 4 | 0.7 |